# 1
Entry from OMol25: C42H62AsBaN3SSi2 as an isolated structure in a non-equilibrium geometry (wB97M-V/def2-TZVPD).

Values from the calculation:
multiplicity = 1
gap between HOMO and LUMO = 0.1648 Ha
charge = -2
calculated total energy = -5040.459169 hartree

XYZ file:
```
112
Properties=species:S:1:pos:R:3:forces:R:3:lowdin_charge:R:1
Ba -1.137682 0.947886 0.232011 -0.003 -1.510 -0.192 1.626
C -1.798095 -3.014632 0.617258 0.102 -0.055 -0.144 -0.276
C -3.009761 -2.310250 0.757405 -0.154 0.242 -0.223 -0.299
C -3.093213 -1.822145 2.082334 0.062 0.260 0.056 -0.272
C -1.925916 -2.231707 2.762627 0.166 -0.031 -0.045 -0.256
C -1.120187 -2.961975 1.854002 0.183 0.171 0.035 -0.263
C 0.266036 -3.489155 2.135259 -0.150 -0.059 0.008 -0.083
C -1.609700 -1.979483 4.216820 -0.031 -0.010 -0.133 -0.070
C -4.197392 -0.978788 2.673150 0.024 -0.129 -0.031 -0.066
C -4.051987 -2.190408 -0.325867 -0.003 0.030 0.112 -0.080
C -1.379675 -3.764554 -0.625109 0.020 0.041 0.123 -0.071
H 1.007830 -3.099224 1.426073 0.014 -0.007 -0.017 0.043
H 0.339545 -4.587499 2.093374 -0.021 0.047 -0.009 0.057
H 0.600464 -3.183978 3.132306 -0.023 -0.035 -0.042 0.054
H -2.525614 -1.802296 4.791347 0.050 -0.028 -0.047 0.061
H -0.959311 -1.113646 4.391491 -0.077 -0.124 -0.026 0.027
H -1.112485 -2.843855 4.673287 -0.025 0.008 -0.016 0.062
H -4.753937 -0.440937 1.897250 0.041 -0.033 0.044 0.061
H -3.799282 -0.215490 3.350326 -0.012 -0.059 -0.079 0.040
H -4.937999 -1.564463 3.241063 0.044 0.013 -0.033 0.062
H -4.628609 -1.262893 -0.236554 0.008 -0.033 -0.002 0.055
H -4.783654 -3.013226 -0.312450 0.019 0.018 0.000 0.062
H -3.597322 -2.189355 -1.322258 -0.017 0.018 0.047 0.061
H -0.958878 -3.128627 -1.415011 0.030 0.028 0.030 0.052
H -2.227610 -4.293673 -1.078570 0.029 0.017 0.039 0.061
H -0.629940 -4.527544 -0.387890 0.052 0.021 -0.001 0.050
C 5.051602 -5.134970 -2.466314 0.046 0.015 -0.012 -0.056
C 3.522404 -5.144753 -2.310899 -0.064 0.031 -0.099 -0.559
C 3.200852 -5.103563 -0.821402 -0.054 0.044 0.104 -0.059
C 2.961734 -6.457493 -2.882581 -0.006 -0.026 -0.047 -0.052
C 2.914559 -3.968171 -3.087577 -0.115 0.085 0.179 -0.176
C 3.223089 -3.858311 -4.453325 0.070 -0.079 0.000 -0.063
C 2.715573 -2.846854 -5.235544 -0.052 0.062 -0.071 -0.094
C 1.868557 -1.912990 -4.648021 0.074 -0.020 -0.089 -0.502
S 1.099354 -0.552600 -5.358475 0.061 -0.037 -0.257 1.072
C 0.368405 -0.143613 -3.789254 -0.033 0.187 -0.060 -0.494
N 0.674000 -0.966303 -2.842848 0.240 -0.397 -0.069 0.103
C 1.529046 -1.986226 -3.296942 -0.258 0.251 0.304 -0.302
C 2.059855 -3.027237 -2.517370 -0.005 -0.021 -0.016 0.026
C -0.493273 1.070834 -3.764148 0.021 -0.161 0.143 -0.312
C -0.453165 1.861901 -4.925283 0.023 0.027 -0.075 -0.133
C -1.277229 2.959079 -5.056312 -0.026 -0.002 0.028 -0.124
C -2.153801 3.258070 -4.016326 -0.073 0.010 0.104 -0.128
C -2.144865 2.497448 -2.854484 0.114 -0.177 -0.032 -0.191
C -1.308402 1.367854 -2.648741 -0.008 0.059 -0.284 -0.215
H 5.483531 -5.986016 -1.929368 -0.009 0.047 -0.025 0.079
H 5.477326 -4.215682 -2.050191 -0.051 -0.082 -0.041 0.084
H 5.358769 -5.206344 -3.513832 -0.025 0.007 0.121 0.069
H 3.704534 -5.933509 -0.315428 -0.043 0.051 -0.031 0.085
H 2.131834 -5.197221 -0.631991 -0.069 0.013 -0.001 0.082
H 3.538169 -4.174766 -0.360891 0.030 0.031 0.018 0.068
H 3.365029 -7.312612 -2.328861 -0.022 0.044 -0.042 0.079
H 3.223237 -6.578959 -3.938766 -0.035 0.008 0.104 0.074
H 1.870629 -6.475121 -2.798197 0.111 0.005 -0.006 0.092
H 3.878607 -4.587732 -4.917000 -0.041 0.029 0.032 0.098
H 2.971675 -2.785372 -6.287170 -0.025 0.024 0.032 0.100
H 1.772770 -3.073076 -1.474229 -0.008 -0.014 0.014 0.097
H 0.235390 1.628382 -5.735351 -0.098 0.124 0.060 0.042
H -1.238975 3.570967 -5.949770 -0.013 0.011 -0.012 0.084
H -2.831270 4.102729 -4.110248 0.018 0.004 0.013 0.088
H -2.818292 2.811579 -2.052945 0.135 -0.027 -0.090 0.067
C -1.791048 1.215667 5.557774 -0.349 -0.092 0.151 -0.199
Si -0.873002 1.832237 4.021829 0.080 0.006 -0.004 0.298
C -0.338544 3.560441 4.555887 0.085 0.318 -0.037 -0.183
C 0.697829 0.795398 3.841245 0.221 -0.091 -0.006 -0.189
N -1.655695 1.837680 2.539949 -0.554 0.422 0.444 -0.334
C -2.720643 2.688285 2.234712 0.173 -0.080 0.266 -0.398
C -3.889392 2.776573 3.019305 0.131 0.126 -0.248 -0.071
C -4.935616 3.642315 2.701576 0.175 -0.031 -0.092 -0.147
C -4.844731 4.444485 1.569757 0.136 -0.111 0.064 -0.153
C -3.707242 4.376073 0.766589 0.149 -0.191 0.127 -0.071
C -2.621716 3.526140 1.064851 0.136 0.123 -0.087 -0.389
N -1.467558 3.444929 0.283560 -0.547 0.426 0.202 -0.331
Si -0.515026 4.726927 -0.202723 0.153 0.008 -0.091 0.281
C 0.186073 5.725285 1.233576 0.032 0.111 0.339 -0.183
C 0.952969 4.023197 -1.146289 0.185 -0.136 -0.133 -0.177
C -1.251556 6.042070 -1.339295 -0.296 0.140 -0.207 -0.190
H -2.381743 2.036171 5.988736 0.074 -0.103 -0.035 0.018
H -2.476342 0.392032 5.329704 0.116 0.137 0.064 -0.003
H -1.085180 0.865197 6.322772 -0.080 0.062 -0.055 0.021
H 0.053548 3.578705 5.581483 -0.024 0.011 -0.094 0.016
H -1.210073 4.230172 4.509809 0.143 -0.092 0.038 0.026
H 0.422324 3.970850 3.878894 -0.116 -0.050 0.115 0.006
H 0.974652 0.319689 4.792220 0.005 0.063 -0.159 0.024
H 1.536457 1.434375 3.531449 -0.137 -0.111 0.020 0.005
H 0.577899 -0.007167 3.099001 0.006 0.090 0.113 0.012
H -3.955701 2.144521 3.901323 -0.005 0.039 -0.079 0.085
H -5.815292 3.680612 3.333605 -0.032 -0.001 0.020 0.076
H -5.650405 5.120810 1.308302 -0.033 0.014 -0.017 0.074
H -3.629660 5.004827 -0.116304 -0.014 -0.052 0.023 0.083
H 0.957768 5.152810 1.765018 -0.108 0.091 -0.060 0.010
H -0.613107 5.939928 1.958591 0.151 -0.011 -0.122 0.025
H 0.621134 6.679238 0.907484 -0.022 -0.094 0.044 0.013
H 1.518589 3.315190 -0.520605 -0.080 0.124 -0.107 0.003
H 1.645599 4.822715 -1.444513 -0.066 -0.133 0.025 0.028
H 0.622254 3.495771 -2.053054 0.060 0.083 0.150 0.018
H -2.023221 6.623029 -0.815510 0.119 -0.055 -0.090 0.015
H -1.712948 5.586268 -2.225907 0.090 0.082 0.137 0.007
H -0.471520 6.738799 -1.674919 -0.088 -0.062 0.027 0.016
C 4.330928 -1.305910 -0.226312 0.109 -0.092 0.012 -0.349
As 2.695024 -0.239245 -0.156571 -0.152 0.303 0.062 1.048
C 3.355485 1.020935 1.203588 -0.055 0.054 -0.011 -0.348
C 3.122723 0.859745 -1.725670 -0.079 -0.013 -0.067 -0.318
H 5.194242 -0.640174 -0.282331 0.024 -0.041 -0.019 0.019
H 4.299949 -1.944190 -1.108564 0.033 -0.029 -0.022 -0.006
H 4.409859 -1.929618 0.663552 0.009 -0.024 0.017 0.016
H 4.354479 1.379336 0.948595 0.005 0.000 -0.017 0.016
H 3.377065 0.525185 2.173802 -0.004 0.002 -0.004 0.011
H 2.678230 1.874682 1.278914 0.032 -0.039 0.000 0.007
H 4.063021 1.390893 -1.569921 0.020 0.010 0.002 0.024
H 2.322996 1.578572 -1.913330 0.060 -0.052 0.008 -0.001
H 3.208976 0.210114 -2.599225 -0.009 0.020 0.044 0.014
```
Forces are in eV/Å.



# 2
Entry from OMol25: C21H22F3NO2 in the gas phase (wB97M-V/def2-TZVPD).

Values from the calculation:
multiplicity = 1
gap between HOMO and LUMO = 0.3404 Ha
SMILES = O=C(Cc1cccc(F)c1)N1CCC[C@](CO)(Cc2ccc(F)cc2F)C1
calculated total energy = -1318.301078 hartree

XYZ file:
```
49
Properties=species:S:1:pos:R:3:forces:R:3:lowdin_charge:R:1
O -0.153717 2.425558 -0.305438 0.138 0.292 -0.407 0.045
C -1.031667 1.901802 0.366867 -0.390 0.172 0.297 -0.436
C -2.492065 2.281047 0.158771 0.187 0.134 -0.071 -0.039
C -3.175070 1.222629 -0.665162 -0.178 -0.142 -0.134 -0.226
C -2.625203 0.843425 -1.886484 0.043 0.063 0.015 -0.043
C -3.212702 -0.150161 -2.648521 -0.014 0.022 0.066 -0.060
C -4.365290 -0.781640 -2.211106 -0.180 -0.050 0.145 -0.010
C -4.910325 -0.384529 -1.005147 0.086 0.004 -0.040 -0.269
F -6.037335 -0.981807 -0.562478 0.100 0.052 -0.054 0.059
C -4.336308 0.602754 -0.225121 -0.103 -0.074 -0.099 0.022
N -0.743851 0.980874 1.306703 0.238 0.046 0.188 -0.021
C -1.676906 0.104807 1.974939 -0.379 -0.357 -0.076 -0.129
C -1.612439 -1.286639 1.341478 0.078 0.045 0.166 -0.144
C -0.178497 -1.818412 1.352664 -0.079 0.211 -0.211 -0.128
C 0.845745 -0.823843 0.776137 0.135 -0.096 0.027 -0.385
C 0.663177 -0.694303 -0.755652 -0.333 -0.169 0.247 -0.187
O 1.397799 0.340829 -1.344265 0.112 0.445 -0.214 -0.038
C 2.261283 -1.355637 1.104468 -0.241 0.162 -0.190 -0.075
C 3.366363 -0.626820 0.396609 0.216 -0.287 0.006 -0.165
C 3.904470 0.555307 0.889828 0.079 -0.216 -0.217 -0.028
C 4.905994 1.233088 0.218652 0.145 0.140 -0.162 -0.003
C 5.383601 0.710701 -0.968163 -0.193 -0.116 0.172 -0.271
F 6.360637 1.361141 -1.629367 -0.040 -0.034 0.001 0.061
C 4.901342 -0.475768 -1.487205 -0.011 0.022 -0.006 0.077
C 3.900343 -1.121004 -0.789061 0.258 0.361 0.353 -0.227
F 3.447758 -2.294371 -1.277094 -0.078 0.027 -0.058 0.073
C 0.627911 0.536943 1.457974 0.378 -0.053 -0.297 -0.077
H -3.003877 2.440921 1.107366 -0.021 -0.018 -0.017 0.121
H -2.484762 3.222163 -0.396329 0.054 -0.057 0.139 0.136
H -1.729940 1.334861 -2.237052 0.133 0.044 -0.037 0.122
H -2.769823 -0.437313 -3.589587 0.036 -0.028 -0.094 0.111
H -4.840018 -1.559459 -2.786990 -0.073 -0.087 -0.042 0.117
H -4.808637 0.879818 0.705441 -0.040 0.016 0.122 0.127
H -2.689060 0.496819 1.921566 0.042 0.046 0.065 0.103
H -1.384192 0.043043 3.029668 -0.076 0.051 -0.030 0.133
H -2.258856 -1.967689 1.896744 -0.071 -0.021 -0.019 0.118
H -1.990537 -1.231277 0.319449 -0.089 0.018 -0.002 0.101
H -0.134424 -2.752392 0.789731 0.070 -0.101 0.029 0.126
H 0.103434 -2.039027 2.385781 0.067 -0.081 0.049 0.124
H 1.006546 -1.618091 -1.228749 -0.099 -0.050 0.081 0.131
H -0.405475 -0.580642 -0.984847 0.064 -0.080 0.005 0.107
H 0.998687 1.195839 -1.098255 0.011 -0.160 -0.026 0.060
H 2.418141 -1.288197 2.183880 0.005 -0.070 0.041 0.128
H 2.295631 -2.409203 0.820938 -0.021 -0.020 0.111 0.126
H 3.537379 0.951789 1.824183 -0.054 0.037 0.118 0.118
H 5.314551 2.153776 0.602764 0.070 0.092 0.018 0.117
H 5.286484 -0.883141 -2.407290 0.050 -0.043 -0.097 0.132
H 1.285540 1.292978 1.027720 -0.053 -0.087 0.140 0.125
H 0.838182 0.448475 2.529039 0.019 -0.007 -0.002 0.141
```
Forces are in eV/Å.



# 3
Entry from OMol25: C5H8O in the gas phase in a non-equilibrium geometry (wB97M-V/def2-TZVPD).

Values from the calculation:
multiplicity = 1
gap between HOMO and LUMO = 0.3296 Ha
SMILES = C=C(C)CC=O
calculated total energy = -270.424166 hartree

XYZ file:
```
14
Properties=species:S:1:pos:R:3:forces:R:3:lowdin_charge:R:1
C 0.011591 -0.843474 -0.915449 -0.695 0.592 -1.104 0.003
C -0.380387 0.208900 -0.169823 -0.200 -0.122 -0.085 -0.331
C -1.635378 0.969978 -0.386295 -0.334 -0.052 0.322 -0.049
C 0.719059 0.408976 0.863786 -0.097 -0.070 -0.007 -0.090
C 1.503033 -0.938950 0.685517 0.449 0.219 0.780 -0.338
O 1.225768 -1.943137 1.308553 0.375 0.539 0.053 0.012
H 0.926206 -0.461839 -1.309605 1.623 -1.601 -0.032 0.087
H -0.504847 -1.665490 -1.386054 -0.603 0.596 -0.666 0.093
H -2.344185 0.917282 0.434235 -0.227 0.154 0.174 0.076
H -2.091879 0.613049 -1.317032 -0.074 0.050 0.367 0.083
H -1.367976 2.024621 -0.555721 -0.077 -0.225 0.182 0.093
H 0.257869 0.265540 1.849891 -0.092 0.231 -0.135 0.128
H 1.287615 1.352915 0.872659 -0.042 -0.313 -0.109 0.112
H 2.393510 -0.908373 0.025337 -0.006 0.004 0.262 0.121
```
Forces are in eV/Å.



Number 1: highest occupied orbital energy -0.866 eV. Number 2: highest occupied orbital energy -8.664 eV. Number 3: highest occupied orbital energy -8.315 eV.